# 1
Here is C11H10N3O5Sc as an isolated structure from the OMol25 dataset. Energies are from wB97M-V/def2-TZVPD.

XYZ file:
```
30
C11H10N3O5Sc, DFT wB97M-V/def2-TZVPD
Sc -0.25 1.45 0.17
O -2.09 2.40 0.75
C -3.19 1.57 1.24
C -2.66 0.20 1.54
C -3.47 -0.75 2.14
C -2.96 -2.02 2.36
C -1.66 -2.32 1.97
C -0.90 -1.32 1.39
N -1.39 -0.08 1.18
H -2.41 3.29 0.57
H -3.95 1.53 0.47
H -3.60 2.04 2.14
H -4.48 -0.50 2.43
H -3.58 -2.78 2.82
H -1.23 -3.30 2.12
H 0.11 -1.50 1.07
O 3.25 -0.66 -4.13
C 3.93 -0.54 -3.01
O 5.09 -0.82 -2.90
C 3.22 0.00 -1.78
C 3.91 0.17 -0.59
N 3.05 0.63 0.32
N 1.82 0.79 -0.19
C 1.93 0.40 -1.49
C 0.70 0.50 -2.33
O 0.64 0.19 -3.48
O -0.34 0.99 -1.62
H 2.31 -0.40 -4.06
H 4.95 -0.02 -0.37
H 3.26 0.86 1.28
```

Properties
Total charge: +2
Energy above the lowest of the compared OMol25 structures with the same formula, charge and spin, eV: 0.031

natural (NBO) population analysis, charges in e, atoms 1 to 8: 2.073, -0.791, -0.098, 0.205, -0.212, -0.066, -0.215, 0.065

---

# 2
Here is a 13-piece molecular cluster, C63H88N9O20 overall from the OMol25 dataset. Energies are from wB97M-V/def2-TZVPD.

XYZ file:
```
180
C63H88N9O20, DFT wB97M-V/def2-TZVPD
C 2.55 1.14 -3.90
C 2.56 0.83 -2.41
C 1.19 0.47 -1.75
C 1.32 0.08 -0.24
N -0.04 -0.22 0.52
C 0.39 -0.86 1.87
C -0.52 -0.19 2.91
C -1.57 0.62 2.09
C -0.91 1.07 0.82
C -0.83 -1.16 -0.45
C -0.02 -2.49 -0.86
C -0.88 -3.28 -1.89
H 1.64 1.70 -4.11
H 2.52 0.24 -4.52
H 3.38 1.76 -4.24
H 3.07 1.62 -1.85
H 3.17 -0.06 -2.25
H 0.58 -0.19 -2.36
H 0.76 1.47 -1.70
H 1.78 0.87 0.36
H 2.03 -0.74 -0.18
H 0.31 -1.95 1.88
H 1.44 -0.72 2.10
H -1.00 -0.96 3.51
H 0.14 0.46 3.48
H -2.40 -0.03 1.82
H -1.86 1.53 2.62
H -1.49 1.48 0.00
H -0.21 1.87 1.08
H -1.10 -0.69 -1.39
H -1.75 -1.31 0.12
H 0.04 -3.14 0.02
H 0.95 -2.28 -1.30
H -1.07 -2.61 -2.73
H -1.79 -3.71 -1.47
H -0.32 -4.07 -2.40
C 5.55 -1.50 -4.02
C 6.55 -1.94 -3.09
C 7.79 -1.35 -3.21
C 8.06 -0.38 -4.23
C 7.06 -0.05 -5.11
C 5.80 -0.59 -5.04
O 4.87 -0.24 -6.00
O 8.82 -1.83 -2.42
H 4.52 -1.79 -3.85
H 6.29 -2.77 -2.45
H 9.08 -0.03 -4.29
H 7.35 0.55 -5.96
H 5.25 0.26 -6.72
H 9.47 -1.13 -2.29
C 0.72 -1.41 6.74
C 1.19 -2.01 5.61
C 2.31 -2.81 5.78
C 2.87 -3.07 7.01
C 2.36 -2.42 8.16
C 1.24 -1.61 8.04
O 0.71 -0.93 9.09
O 2.85 -3.52 4.71
H -0.17 -0.80 6.69
H 0.80 -1.96 4.60
H 3.76 -3.67 7.09
H 2.77 -2.45 9.16
H 1.35 -0.74 9.78
H 3.54 -4.12 5.02
C 4.20 4.72 -0.93
C 3.59 5.56 -1.93
C 2.21 5.69 -1.98
C 1.41 4.85 -1.16
C 1.98 3.96 -0.28
C 3.37 3.86 -0.18
O 3.94 3.05 0.78
O 1.71 6.75 -2.82
H 5.26 4.62 -0.81
H 4.07 6.30 -2.55
H 0.34 5.04 -1.14
H 1.38 3.38 0.42
H 4.55 2.53 0.25
H 0.76 6.70 -2.69
C -5.67 0.76 -2.54
C -6.97 1.13 -2.13
C -7.07 2.10 -1.09
C -5.97 2.43 -0.29
C -4.76 1.86 -0.52
C -4.59 1.05 -1.69
O -3.34 0.39 -1.77
O -8.26 2.69 -0.88
H -5.70 0.12 -3.41
H -7.85 0.87 -2.71
H -6.11 3.19 0.48
H -3.91 1.87 0.14
H -3.48 -0.29 -2.43
H -8.30 3.64 -0.80
C -1.35 -3.98 4.62
C -2.15 -3.00 5.33
C -3.26 -2.48 4.74
C -3.42 -2.70 3.37
C -2.67 -3.60 2.64
C -1.67 -4.28 3.29
O -1.09 -5.34 2.76
O -4.04 -1.52 5.32
H -0.48 -4.40 5.10
H -1.92 -2.81 6.37
H -4.16 -2.22 2.74
H -2.74 -3.84 1.59
H -0.86 -5.98 3.44
H -3.67 -1.17 6.14
C 2.18 -5.47 -0.65
C 3.15 -4.45 -0.96
C 3.42 -3.59 0.08
C 2.85 -3.64 1.35
C 1.80 -4.54 1.53
C 1.42 -5.45 0.54
O 0.34 -6.22 0.75
O 4.33 -2.51 -0.19
H 1.84 -6.20 -1.36
H 3.57 -4.27 -1.94
H 3.05 -2.95 2.16
H 1.28 -4.50 2.47
H -0.36 -5.80 1.25
H 4.14 -1.70 0.28
C -2.73 4.54 -2.32
C -2.72 5.92 -2.53
C -1.85 6.41 -3.53
C -0.87 5.64 -4.15
C -0.76 4.38 -3.71
C -1.65 3.80 -2.85
O -1.58 2.50 -2.42
O -2.09 7.71 -4.04
H -3.46 4.02 -1.73
H -3.51 6.56 -2.17
H -0.27 6.07 -4.94
H -0.09 3.71 -4.22
H -2.46 2.22 -2.17
H -2.02 7.89 -4.98
C -0.36 0.11 -5.74
C -1.33 -0.71 -5.08
C -2.59 -0.18 -4.79
C -2.91 1.11 -5.09
C -1.89 1.92 -5.65
C -0.60 1.48 -5.96
O 0.44 2.25 -6.36
O -3.54 -1.07 -4.24
H 0.60 -0.36 -5.91
H -1.03 -1.68 -4.71
H -3.91 1.47 -4.88
H -2.19 2.93 -5.92
H 0.95 1.79 -7.03
H -3.25 -1.98 -4.23
C -3.71 -4.43 -3.89
O -2.78 -3.75 -4.13
N -4.88 -3.93 -3.88
N -3.51 -5.73 -3.73
H -5.73 -4.44 -3.65
H -4.95 -2.99 -4.24
H -4.35 -6.30 -3.77
H -2.64 -6.16 -4.00
C 4.10 -0.06 2.72
O 3.74 -0.51 1.65
N 4.51 -0.82 3.75
N 4.05 1.20 3.09
H 4.23 -0.49 4.67
H 4.83 -1.77 3.64
H 3.77 1.87 2.38
H 4.47 1.49 3.96
C -0.64 3.00 5.39
O -1.03 2.95 4.22
N -0.80 1.98 6.19
N -0.16 3.95 6.11
H -1.06 1.12 5.73
H -0.57 2.08 7.17
H 0.30 4.62 5.52
H 0.18 3.80 7.05
C -5.15 2.04 3.64
O -5.16 3.24 3.56
N -6.04 1.32 3.03
N -4.13 1.44 4.17
H -5.95 0.34 3.27
H -6.87 1.75 2.65
H -4.24 0.45 4.37
H -3.32 1.91 4.54
```

Properties
Total charge: +1

Löwdin population analysis, charges in e, atoms 1 to 8: -0.084, -0.220, -0.143, -0.087, -0.116, -0.069, -0.129, -0.162

---

# 3
Here is the molecule C5H6ClNO from the OMol25 dataset. Energies are from wB97M-V/def2-TZVPD.

XYZ file:
```
14
C5H6ClNO, DFT wB97M-V/def2-TZVPD
C -0.08 1.69 0.42
C -0.30 0.53 -0.58
O -1.77 0.35 -0.68
N -2.10 -0.91 -0.24
C -1.00 -1.61 0.09
C 0.20 -0.74 -0.06
C 1.44 -1.16 0.04
Cl 2.83 -0.18 -0.36
H 1.02 1.82 0.51
H -0.55 1.42 1.39
H -0.45 2.71 0.15
H 0.09 0.79 -1.58
H -1.04 -2.61 0.49
H 1.69 -2.08 0.41
```

Properties
Energy above the lowest of the compared OMol25 structures with the same formula, charge and spin, eV: 2.693
SMILES: C[C@@H]1ON=C/C1=C/Cl

natural (NBO) population analysis, charges in e, atoms 1 to 8: -0.623, 0.031, -0.346, -0.038, -0.046, -0.116, -0.169, -0.022

---

# 4
Here is C24H25N3O3 as an isolated structure from the OMol25 dataset. Energies are from wB97M-V/def2-TZVPD.

XYZ file:
```
55
C24H25N3O3, DFT wB97M-V/def2-TZVPD
C -2.87 -3.63 -0.29
H -3.33 -2.71 -0.51
O -1.40 -3.35 -0.75
C -0.80 -2.52 -0.09
C -1.32 -1.89 0.83
C -0.61 -0.81 1.59
C 0.63 -0.60 1.23
C 1.21 -1.26 -0.07
C 0.40 -2.25 -0.60
H 0.87 -2.95 -1.31
H 2.18 -0.93 -0.29
C 1.43 0.78 1.48
N 2.10 1.33 0.40
C 1.38 1.98 -0.53
O 1.86 2.39 -1.68
C -0.17 1.59 -0.39
C -1.03 1.91 0.39
C -2.33 1.44 0.00
C -3.50 1.66 0.36
C -4.60 0.85 -0.09
C -4.31 0.01 -1.42
C -3.11 0.06 -1.69
C -2.01 0.82 -1.16
N -0.74 0.88 -1.30
H -0.17 0.55 -2.46
H -2.68 -0.62 -2.72
H -5.06 -0.73 -1.79
O -5.85 0.90 0.15
C -6.37 1.48 1.39
H -6.09 2.55 1.16
H -7.35 1.45 1.34
H -5.81 1.20 2.07
H -3.78 2.20 1.31
H -0.95 2.61 1.15
C 3.47 1.76 0.58
C 4.40 0.82 0.45
C 4.91 -0.19 1.22
C 5.58 -1.22 1.02
C 5.43 -0.98 -0.58
N 4.59 0.22 -0.70
C 4.53 0.58 -1.94
H 5.14 1.36 -2.18
H 4.22 -0.19 -2.79
H 3.49 1.12 -2.06
H 5.73 -1.53 -1.49
H 6.26 -2.11 1.21
H 4.88 -0.15 2.49
H 3.83 2.42 -0.17
H 3.73 2.38 1.44
H 2.26 0.37 2.19
H 0.96 1.34 2.22
H -0.93 -0.08 2.29
H -2.15 -1.80 1.27
H -2.96 -4.07 0.75
H -3.18 -4.45 -0.95
```

Properties
Energy above the lowest of the compared OMol25 structures with the same formula, charge and spin, eV: 22.406

natural (NBO) population analysis, charges in e, atoms 1 to 8: -0.277, 0.204, -0.477, 0.312, -0.346, -0.196, -0.021, -0.176

---

# 5
Here is a 2-piece molecular cluster, C4H8N overall from the OMol25 dataset. Energies are from wB97M-V/def2-TZVPD.

XYZ file:
```
13
C4H8N, DFT wB97M-V/def2-TZVPD
C 2.24 -0.04 0.14
C 1.02 0.18 -0.24
C -1.38 0.69 0.23
C -1.31 -0.71 -0.27
N -0.17 -0.13 0.51
H 2.98 0.39 -0.46
H 2.34 -0.62 1.05
H 0.93 0.58 -2.07
H -1.42 1.62 -0.46
H -2.12 0.98 1.12
H -1.84 -1.53 0.28
H -1.16 -1.00 -1.35
H -0.12 -0.42 1.52
```

Properties
Total charge: +1
Energy above the lowest of the compared OMol25 structures with the same formula, charge and spin, eV: 5.036

natural (NBO) population analysis, charges in e, atoms 1 to 8: -0.426, 0.062, -0.247, -0.228, -0.446, 0.262, 0.230, 0.222

---

# 6
Here is an isolated ion of composition C4H7N2O3 and charge +1 from the OMol25 dataset. Energies are from wB97M-V/def2-TZVPD.

XYZ file:
```
16
C4H7N2O3, DFT wB97M-V/def2-TZVPD
C 0.15 -0.64 -0.59
C -0.35 -0.95 0.99
C 0.47 0.62 -1.24
C -0.56 0.06 2.05
N 0.19 -1.81 -1.12
N -0.52 -2.21 1.12
O -0.85 -3.01 1.90
O -0.13 -2.85 -0.39
O 0.55 -2.03 -2.39
H 1.56 0.71 -1.37
H 0.12 1.48 -0.69
H 0.03 0.62 -2.24
H -1.58 0.00 2.41
H -0.38 1.06 1.66
H 0.11 -0.12 2.89
H 0.22 -2.89 -2.70
```

Properties
Total charge: +1
2S+1: 3
Energy above the lowest of the compared OMol25 structures with the same formula, charge and spin, eV: 4.853

natural (NBO) population analysis, charges in e, atoms 1 to 8: 0.219, 0.354, -0.694, -0.711, 0.346, 0.192, -0.082, -0.342

---

# 7
Here is C17H15Cl3GeIrN3O2S2 as an isolated structure from the OMol25 dataset. Energies are from wB97M-V/def2-TZVPD.

XYZ file:
```
44
C17H15Cl3GeIrN3O2S2, DFT wB97M-V/def2-TZVPD
Ir 0.56 2.28 -0.79
O -0.07 1.79 -2.78
C -0.46 0.77 -3.43
C -0.58 0.89 -4.85
C -0.91 -0.18 -5.63
C -1.17 -1.43 -5.04
C -1.12 -1.57 -3.68
C -0.79 -0.50 -2.83
C -0.81 -0.70 -1.43
N -0.46 0.15 -0.51
N -0.58 -0.18 0.76
C -0.33 0.76 1.66
O -0.01 1.94 1.34
C -0.44 0.40 3.08
C 0.20 1.21 4.02
C 0.09 0.93 5.37
C -0.68 -0.15 5.78
C -1.31 -0.97 4.84
C -1.19 -0.70 3.49
H -0.37 1.86 -5.28
H -0.97 -0.07 -6.70
H -1.41 -2.27 -5.67
H -1.36 -2.53 -3.23
H -1.20 -1.66 -1.09
H 0.78 2.05 3.67
H 0.58 1.55 6.09
H -0.80 -0.35 6.83
H -1.91 -1.80 5.18
H -1.68 -1.31 2.76
Cl -3.21 4.33 1.13
Ge -2.24 3.40 -0.57
Cl -3.32 4.11 -2.33
Cl -0.28 4.60 -0.68
S 2.92 1.54 -0.67
C 2.67 -0.03 -0.10
N 2.53 -1.07 -0.92
C 2.57 -2.39 -0.34
C 2.19 -2.22 1.12
S 2.66 -0.50 1.57
H 2.62 -0.94 -1.92
H 3.58 -2.81 -0.44
H 1.87 -3.05 -0.86
H 2.71 -2.90 1.78
H 1.11 -2.29 1.28
```

Properties
Total charge: +1
2S+1: 2
Energy above the lowest of the compared OMol25 structures with the same formula, charge and spin, eV: 4.308

natural (NBO) population analysis, charges in e, atoms 1 to 8: 1.126, -0.607, 0.375, -0.214, -0.162, -0.227, -0.150, -0.215

---

# 8
Here is C24H32Br2N4OPPd as an isolated structure from the OMol25 dataset. Energies are from wB97M-V/def2-TZVPD.

XYZ file:
```
65
C24H32Br2N4OPPd, DFT wB97M-V/def2-TZVPD
Pd -0.29 -0.14 -0.26
C -1.54 2.56 -0.68
C -0.99 2.83 0.73
N -0.43 1.61 1.36
C -1.20 1.12 2.54
C -1.42 -0.38 2.52
N -1.81 -0.88 1.18
C -3.15 -0.51 0.67
C -3.21 0.88 0.05
N -2.04 1.17 -0.82
H -0.75 2.69 -1.41
H -2.32 3.29 -0.91
H -1.76 3.24 1.37
H -0.22 3.60 0.65
H 0.53 1.78 1.65
H -2.16 1.63 2.55
H -0.71 1.39 3.47
H -2.16 -0.66 3.27
H -0.49 -0.89 2.77
H -1.76 -1.89 1.21
H -3.41 -1.26 -0.09
H -3.90 -0.59 1.46
H -3.26 1.64 0.82
H -4.14 0.97 -0.52
H -2.32 1.03 -1.79
C 0.68 1.20 -3.45
C 1.89 0.72 -2.73
C 3.13 0.66 -3.44
C 4.26 0.27 -2.81
C 4.18 -0.11 -1.44
C 5.32 -0.49 -0.69
Br 7.02 -0.55 -1.43
C 5.18 -0.83 0.65
C 3.91 -0.87 1.28
Br 3.82 -1.36 3.02
C 2.71 -0.55 0.56
O 1.58 -0.68 1.05
C 2.89 -0.07 -0.82
N 1.79 0.37 -1.44
H 0.66 0.80 -4.46
H 0.74 2.29 -3.55
H -0.22 0.94 -2.91
H 3.14 0.95 -4.48
H 5.21 0.24 -3.33
H 6.06 -1.09 1.23
C -1.18 -3.53 -1.14
P -0.62 -1.96 -1.87
C -1.80 -1.67 -3.22
C 0.96 -2.36 -2.66
C 1.98 -2.87 -1.86
C 3.23 -3.18 -2.40
C 3.46 -2.98 -3.76
C 2.47 -2.46 -4.56
C 1.22 -2.14 -4.01
H -1.20 -4.31 -1.90
H -2.19 -3.42 -0.73
H -0.51 -3.84 -0.34
H -1.84 -2.53 -3.88
H -1.55 -0.78 -3.80
H -2.80 -1.53 -2.80
H 1.80 -3.07 -0.81
H 3.99 -3.63 -1.78
H 4.42 -3.25 -4.19
H 2.64 -2.32 -5.62
H 0.44 -1.76 -4.67
```

Properties
Total charge: +3
2S+1: 5
Energy above the lowest of the compared OMol25 structures with the same formula, charge and spin, eV: 0.274

natural (NBO) population analysis, charges in e, atoms 1 to 8: 0.995, -0.237, -0.250, -0.657, -0.245, -0.246, -0.605, -0.243

---

# 9
Here is the molecule C14H28BN3O4 from the OMol25 dataset. Energies are from wB97M-V/def2-TZVPD.

XYZ file:
```
50
C14H28BN3O4, DFT wB97M-V/def2-TZVPD
N -1.36 -2.22 -2.92
C -0.91 -1.43 -1.78
C -2.16 -0.90 -0.96
O -2.03 -0.23 0.02
O -3.38 -1.28 -1.44
C 0.00 -2.35 -0.87
N 1.10 -1.48 -0.36
C 1.71 -1.61 1.00
C 0.80 -1.87 2.21
C -0.04 -0.56 2.60
C -0.81 -0.70 3.93
C 0.23 -0.96 5.06
N 1.56 -1.36 4.53
C 1.59 -2.36 3.41
C 1.21 -0.28 -1.27
C 0.06 -0.24 -2.25
C -0.68 1.20 -2.19
C 0.20 2.38 -2.57
C -0.61 3.65 -2.64
B 0.40 4.85 -2.85
O 0.66 5.15 -4.18
O 1.15 5.26 -1.76
H -2.16 -1.78 -3.34
H -1.67 -3.12 -2.52
H -4.06 -0.97 -0.81
H -0.62 -2.56 0.00
H 0.32 -3.21 -1.50
H 2.46 -2.36 0.77
H 2.40 -0.78 1.31
H 0.03 -2.68 2.12
H 0.62 0.22 2.41
H -0.78 -0.42 1.79
H -1.66 -1.36 3.86
H -1.37 0.20 4.17
H -0.06 -1.77 5.74
H 0.36 -0.13 5.70
H 2.19 -0.54 4.46
H 1.18 -3.32 3.74
H 2.67 -2.57 3.28
H 2.20 -0.26 -1.81
H 1.17 0.57 -0.59
H 0.42 -0.44 -3.30
H -1.52 1.18 -2.89
H -1.12 1.37 -1.16
H 1.16 2.54 -1.86
H 0.65 2.24 -3.57
H -1.36 3.64 -3.40
H -1.08 3.84 -1.63
H 0.11 4.74 -4.89
H 0.85 5.06 -0.82
```

Properties
Energy above the lowest of the compared OMol25 structures with the same formula, charge and spin, eV: 2.402
SMILES: N[C@@]1(C(=O)O)CN(C[C@@H]2CCCNC2)C[C@@H]1CCCB(O)O

natural (NBO) population analysis, charges in e, atoms 1 to 8: -0.822, 0.033, 0.797, -0.612, -0.701, -0.214, -0.480, -0.201

---

# 10
Here is a 2-piece molecular cluster, CH3O3 overall from the OMol25 dataset. Energies are from wB97M-V/def2-TZVPD.

XYZ file:
```
7
CH3O3, DFT wB97M-V/def2-TZVPD
O 2.15 1.14 2.66
H 1.35 0.86 2.15
H 2.87 0.57 2.31
O -1.32 -0.86 -0.56
O -1.93 0.44 -2.23
C -1.56 -0.67 -1.77
H -1.56 -1.47 -2.55
```

Properties
Total charge: -1
Energy above the lowest of the compared OMol25 structures with the same formula, charge and spin, eV: 0.762

natural (NBO) charges, unit e, in atom order: -0.956, 0.490, 0.466, -0.801, -0.800, 0.603, -0.001

---

# 11
Here is C4H10O as an isolated structure from the OMol25 dataset. Energies are from wB97M-V/def2-TZVPD.

XYZ file:
```
15
C4H10O, DFT wB97M-V/def2-TZVPD
C 0.07 1.37 0.61
C 0.11 0.12 -0.07
C 1.39 -0.66 -0.12
C -0.89 -0.18 -1.16
O -0.69 -0.77 1.45
H -0.65 2.11 0.25
H -0.51 0.47 1.51
H 1.01 1.76 0.99
H 1.95 -0.55 0.81
H 1.21 -1.73 -0.30
H 2.01 -0.27 -0.94
H -0.50 0.23 -2.10
H -1.04 -1.25 -1.29
H -1.85 0.31 -0.96
H -1.63 -0.96 1.31
```

Properties
Energy above the lowest of the compared OMol25 structures with the same formula, charge and spin, eV: 2.885

natural (NBO) population analysis, charges in e, atoms 1 to 8: -0.828, 0.368, -0.661, -0.667, -0.937, 0.219, 0.463, 0.224

---

| no. | energy (eV) |
| --- | --- |
| 1 | -46964.81088 |
| 2 | -121112.82464 |
| 3 | -21339.78977 |
| 4 | -35886.23138 |
| 5 | -5754.82810 |
| 6 | -13367.29671 |
| 7 | -145023.31004 |
| 8 | -186241.85599 |
| 9 | -28309.59529 |
| 10 | -7229.24440 |
| 11 | -6354.91754 |